ORCA calculation (ωB97M-V with the def2-TZVPD basis set) on a 2-piece molecular cluster, C2H7O2 overall in a non-equilibrium geometry.

Geometry (Å):
O: 1.53139 -2.37706 0.10383
H: 0.74490 -2.59956 0.59658
C: 0.19162 0.47467 -0.36440
O: -0.15478 -0.72575 -0.89580
C: -0.98537 1.22867 0.37211
H: 0.93728 0.45325 0.46939
H: 0.51970 1.08336 -1.23774
H: 1.09434 -1.69729 -0.54126
H: -1.41649 0.60245 1.15882
H: -0.64978 2.21771 0.68657
H: -1.81282 1.33956 -0.34811

Computed properties:
Energy   -6282.3790 eV
2S+1   1
E_HOMO   -2.87 eV
Energy relative to the best compared isomer or geometry (same formula, charge and spin)   0.313 eV
Frontier orbital gap   0.2794 hartree
Charge   -1